This record from the Open Molecules 2025 dataset describes a molecular structure, C36H28AsN4O6RuS2 at a distorted geometry. The level of theory is ωB97M-V/def2-TZVPD.

```
78
Properties=species:S:1:pos:R:3:forces:R:3:mulliken_charge:R:1
Ru -0.1534 -1.1737 0.9763 0.0 0.2 1.6 -1.6344
S -0.0740 -1.1021 3.2052 0.1 -0.7 -0.6 -0.3136
C 1.6026 -1.1556 3.7843 -0.3 0.1 0.1 1.0004
C 1.8211 -1.3980 5.1349 0.0 0.0 0.2 -0.5989
C 3.1206 -1.5558 5.5967 -0.1 0.0 0.0 -0.6538
C 4.1909 -1.4785 4.7164 0.0 0.0 0.0 -0.7028
C 3.9691 -1.2203 3.3689 0.0 0.1 0.1 -0.6111
C 2.6732 -1.0425 2.9128 0.2 0.0 -0.2 -0.4535
As 2.2115 -0.6324 1.0935 -0.2 -0.3 -0.3 1.9151
C 2.3348 1.2938 1.0590 0.1 0.0 -0.1 0.3615
C 2.4858 1.9637 -0.1522 0.0 0.0 0.0 -0.0600
C 2.4937 3.3512 -0.1673 0.0 0.0 0.0 -0.9094
C 2.3389 4.0664 1.0124 0.0 0.0 0.0 -0.6296
C 2.1888 3.3944 2.2168 0.0 0.0 0.0 -0.8118
C 2.1908 2.0071 2.2434 0.0 0.0 0.0 -0.4884
C 3.6225 -1.3542 0.0249 -0.1 0.0 0.1 0.6098
C 4.7887 -0.6247 -0.1717 0.1 -0.1 -0.1 -0.4908
C 5.8267 -1.1941 -0.8967 0.0 0.1 0.0 -0.7470
C 5.6928 -2.4730 -1.4164 0.0 0.0 0.0 -0.4937
C 4.5222 -3.1928 -1.2180 0.0 0.0 0.0 -0.7973
C 3.4807 -2.6351 -0.4940 0.0 0.0 -0.1 -0.2492
H 0.9819 -1.4827 5.8133 0.0 0.0 0.0 0.4898
H 3.2950 -1.7558 6.6452 0.0 0.0 0.0 0.3922
H 5.2009 -1.6201 5.0765 0.0 0.0 0.0 0.4208
H 4.8052 -1.1562 2.6833 0.0 0.0 0.0 0.4581
H 2.5922 1.4133 -1.0758 0.0 0.0 0.0 0.5675
H 2.6245 3.8723 -1.1070 0.0 0.0 0.0 0.4630
H 2.3467 5.1484 0.9950 0.0 0.0 0.0 0.4226
H 2.0806 3.9478 3.1402 0.0 0.0 0.0 0.4544
H 2.0858 1.4965 3.1930 0.0 0.0 0.0 0.4126
H 4.8905 0.3797 0.2211 0.0 0.0 0.0 0.4690
H 6.7363 -0.6322 -1.0624 0.0 0.0 0.0 0.4299
H 6.5014 -2.9087 -1.9880 0.0 0.0 0.0 0.4111
H 4.4137 -4.1826 -1.6402 0.0 0.0 0.0 0.4327
H 2.5567 -3.1868 -0.3650 0.0 0.0 0.0 0.2034
N -4.1328 1.0180 -5.0621 -0.1 0.0 0.0 -0.4759
C -3.0436 0.4694 -4.4506 0.1 0.0 0.0 1.1543
C -2.6358 -0.8373 -4.7573 0.0 0.0 0.0 -0.9314
C -1.5494 -1.3996 -4.1242 0.1 -0.1 0.0 -0.2733
C -0.8416 -0.6631 -3.1813 0.0 0.0 0.1 -0.7264
C -1.2322 0.6368 -2.8662 0.0 0.0 0.0 -0.0950
C -2.3227 1.1990 -3.4905 0.0 0.0 0.0 -0.9081
S 0.5215 -1.3624 -2.3535 0.0 0.2 0.1 1.3561
O 1.4049 -0.2974 -1.9553 0.0 -0.1 0.0 -0.5948
O 1.0004 -2.4950 -3.0795 0.1 0.0 0.0 -0.7450
N -0.0798 -1.9034 -0.9062 -0.5 0.0 -0.3 0.4374
C -0.9346 -2.9499 -0.7600 0.8 0.4 -0.2 0.7690
N -1.5486 -3.5960 -1.7333 -0.4 -0.4 0.4 -0.3331
C -2.3923 -4.5321 -1.2974 0.0 0.0 0.1 -0.3122
C -2.6362 -4.7896 0.0539 0.1 0.0 0.0 -0.7478
C -1.9246 -4.0580 0.9873 -0.1 -0.1 0.0 -0.0909
N -1.0291 -3.1673 0.5745 0.4 0.0 -0.1 -0.1334
H -4.5478 0.5588 -5.8519 0.0 0.0 0.0 0.2014
H -4.3249 1.9971 -4.9580 0.0 0.0 0.0 0.2028
H -3.1797 -1.4043 -5.5022 0.0 0.0 0.0 0.3074
H -1.2341 -2.4069 -4.3596 0.0 0.0 0.0 0.4936
H -0.6633 1.2006 -2.1394 0.0 0.0 0.0 0.4053
H -2.6216 2.2128 -3.2520 0.0 0.0 0.0 0.3361
H -2.9098 -5.0990 -2.0625 0.0 0.0 0.0 0.4653
H -3.3392 -5.5479 0.3614 0.0 0.0 0.0 0.4033
H -2.0374 -4.1968 2.0545 0.0 0.0 0.0 0.4849
O -0.5593 0.6155 0.4203 -0.1 0.5 -0.2 0.9610
C -1.8445 0.5505 0.7405 0.0 -0.4 0.0 0.8220
O -2.2436 -0.5825 1.1299 0.0 0.6 -0.4 -0.6190
C -2.6629 1.7383 0.6375 0.1 0.0 0.0 0.1910
C -2.0891 2.9164 0.1610 0.0 0.0 0.0 -0.6290
C -2.8457 4.0766 0.0311 0.0 0.0 0.0 -1.1640
C -4.1686 3.9887 0.4013 0.0 0.0 0.0 1.0115
O -5.0985 4.9642 0.3632 0.0 0.0 0.0 -0.4930
C -6.3094 4.4014 0.8909 0.0 0.0 0.0 -0.2461
O -6.0540 3.0234 1.1626 0.0 0.0 0.0 -0.4957
C -4.7392 2.8121 0.8852 0.1 0.0 0.0 0.8361
C -4.0174 1.6629 1.0188 -0.1 0.1 -0.1 -1.1367
H -1.0382 2.9225 -0.0964 0.0 0.0 0.0 0.4942
H -2.4235 5.0013 -0.3342 0.0 0.0 0.0 0.4695
H -7.0951 4.4849 0.1414 0.0 0.0 0.0 0.2578
H -6.5655 4.9175 1.8167 0.0 0.0 0.0 0.2707
H -4.4508 0.7429 1.3833 0.0 0.0 0.0 0.5512
```
Positions in Å, forces in eV/Å.

Its spin multiplicity is 1. The value obtained for the LUMO energy (alpha / beta) is -5.1 / -5.2 eV. The HOMO energy (alpha / beta) is -10.3 / -10.3 eV. The HOMO-LUMO gap (alpha / beta) comes out at 5.17 / 5.10 eV. Its energy above the lowest of the compared OMol25 structures with the same formula, charge and spin is 86.8 kJ/mol. Its charge is +1.



This record from the Open Molecules 2025 dataset describes a molecular structure, C36H28AsN4O6RuS2. The level of theory is ωB97M-V/def2-TZVPD.

```
78
Properties=species:S:1:pos:R:3:forces:R:3:mulliken_charge:R:1
Ru -0.9984 0.9386 -0.8038 -0.5 0.1 0.1 0.1773
S -1.8484 2.8213 -0.2378 0.3 -0.1 -0.1 -0.4082
C -1.0614 3.4444 1.2238 0.0 -0.1 0.0 0.8118
C -1.6784 4.5048 1.8776 0.0 0.0 0.0 -0.5838
C -1.1625 4.9431 3.0888 0.0 0.0 0.0 -0.6532
C -0.0477 4.3273 3.6398 0.0 0.0 0.0 -0.7668
C 0.5776 3.2746 2.9778 0.0 0.0 0.0 -0.7231
C 0.0684 2.8355 1.7725 0.0 0.1 -0.1 -0.3537
As 0.8269 1.4798 0.6484 0.0 0.0 0.1 1.9158
C 1.8380 0.1638 1.6083 -0.1 0.0 0.0 0.2726
C 3.1489 0.4348 1.9890 0.0 0.1 0.1 -0.2523
C 3.8820 -0.5338 2.6583 0.0 0.0 0.0 -0.7918
C 3.3123 -1.7688 2.9318 0.0 0.0 0.0 -0.5796
C 2.0106 -2.0423 2.5343 0.0 0.0 0.0 -0.8736
C 1.2684 -1.0783 1.8704 0.1 0.0 -0.1 0.1369
C 2.1810 2.4563 -0.3214 0.0 0.0 0.0 0.2534
C 2.2781 3.8408 -0.2554 0.0 0.0 0.0 -0.4575
C 3.2387 4.5008 -1.0118 0.0 0.0 0.0 -0.7601
C 4.0975 3.7824 -1.8290 0.0 0.0 0.0 -0.6181
C 4.0021 2.3978 -1.8932 0.0 0.0 0.0 -0.9199
C 3.0452 1.7351 -1.1428 0.0 0.0 0.0 -0.1321
H -2.5633 4.9623 1.4546 0.0 0.0 0.0 0.4652
H -1.6431 5.7592 3.6106 0.0 0.0 0.0 0.4045
H 0.3386 4.6656 4.5919 0.0 0.0 0.0 0.4237
H 1.4481 2.7965 3.4101 0.0 0.0 0.0 0.4881
H 3.6001 1.3931 1.7620 0.0 0.0 0.0 0.4430
H 4.8996 -0.3247 2.9602 0.0 0.0 0.0 0.4284
H 3.8886 -2.5238 3.4502 0.0 0.0 0.0 0.4122
H 1.5753 -3.0118 2.7391 0.0 0.0 0.0 0.4703
H 0.2616 -1.2855 1.5419 -0.1 0.0 0.0 0.2131
H 1.6163 4.4116 0.3834 0.0 0.0 0.0 0.3895
H 3.3154 5.5787 -0.9572 0.0 0.0 0.0 0.4230
H 4.8452 4.3002 -2.4150 0.0 0.0 0.0 0.3953
H 4.6731 1.8338 -2.5280 0.0 0.0 0.0 0.4558
H 2.9821 0.6530 -1.1951 0.0 0.0 0.0 0.6786
N -5.0866 -4.9316 3.6751 0.0 0.0 0.0 -0.4965
C -4.5255 -3.7512 3.2741 0.0 0.0 0.0 1.0604
C -3.1335 -3.6392 3.1274 0.0 0.0 0.0 -0.8433
C -2.5723 -2.4591 2.6969 0.0 0.0 0.0 -0.4389
C -3.3899 -1.3730 2.3978 0.0 0.0 0.0 -0.4440
C -4.7705 -1.4669 2.5350 0.0 0.0 0.0 -0.2896
C -5.3327 -2.6445 2.9733 0.0 0.0 0.0 -0.8783
S -2.6772 0.1122 1.8578 -0.1 0.1 0.1 1.3745
O -1.3967 0.3015 2.4809 0.0 0.0 0.0 -0.6161
O -3.6518 1.1649 1.9149 0.0 0.0 0.0 -0.7553
N -2.3020 -0.1248 0.2472 0.2 0.0 0.0 0.7683
C -3.2614 -0.2440 -0.7400 0.0 0.0 0.1 0.3600
N -4.4181 -0.8608 -0.6375 0.0 0.0 0.0 -0.4634
C -5.1240 -0.9204 -1.7677 0.0 0.0 0.0 -0.2861
C -4.6853 -0.3954 -2.9752 0.0 0.0 0.0 -0.7022
C -3.4692 0.2629 -2.9714 0.0 0.1 0.0 -0.1806
N -2.7776 0.3600 -1.8434 0.0 -0.2 -0.1 -0.0331
H -4.4985 -5.6358 4.0836 0.0 0.0 0.0 0.2151
H -6.0455 -4.9360 3.9740 0.0 0.0 0.0 0.2117
H -2.5021 -4.4859 3.3654 0.0 0.0 0.0 0.3165
H -1.4975 -2.3695 2.6069 0.0 0.0 0.0 0.3295
H -5.3901 -0.6131 2.3007 0.0 0.0 0.0 0.5038
H -6.4066 -2.7204 3.0887 0.0 0.0 0.0 0.3059
H -6.0839 -1.4186 -1.7004 0.0 0.0 0.0 0.4552
H -5.2738 -0.4829 -3.8751 0.0 0.0 0.0 0.4101
H -3.0498 0.7315 -3.8524 0.0 0.0 0.0 0.5580
O -0.1660 -1.0157 -1.2330 0.1 -0.1 -0.1 -0.6858
C 0.5051 -0.5047 -2.1717 -0.1 0.1 -0.1 1.2545
O 0.2699 0.7429 -2.3954 0.2 0.1 0.1 -1.0026
C 1.5182 -1.2256 -2.9383 0.0 0.0 0.0 0.1574
C 1.8069 -2.5421 -2.6022 0.0 0.0 0.0 -0.4987
C 2.7896 -3.2576 -3.2850 0.0 0.0 0.0 -1.1833
C 3.4419 -2.5938 -4.2960 0.0 0.0 0.0 1.0289
O 4.4326 -3.0609 -5.0905 0.0 0.0 0.0 -0.4882
C 4.7218 -2.0218 -6.0338 0.0 0.0 0.0 -0.2489
O 3.9686 -0.8716 -5.6465 0.0 0.0 0.0 -0.5094
C 3.1544 -1.2738 -4.6300 0.0 0.0 0.0 0.7697
C 2.2003 -0.5539 -3.9714 0.0 0.0 0.0 -0.9340
H 1.2563 -3.0062 -1.7956 0.0 0.0 0.0 0.5524
H 3.0313 -4.2808 -3.0370 0.0 0.0 0.0 0.4447
H 4.4134 -2.3446 -7.0296 0.0 0.0 0.0 0.2678
H 5.7848 -1.7903 -5.9978 0.0 0.0 0.0 0.2694
H 1.9767 0.4746 -4.2169 0.0 0.0 0.0 0.5797
```
Positions in Å, forces in eV/Å.

Its spin multiplicity is 1. The value obtained for the LUMO energy (alpha / beta) is -4.8 / -4.8 eV. The HOMO energy (alpha / beta) is -10.4 / -10.4 eV. The HOMO-LUMO gap (alpha / beta) comes out at 5.66 / 5.66 eV. Its energy above the lowest of the compared OMol25 structures with the same formula, charge and spin is 0.0 kJ/mol. Its charge is +1.